(1)
Here is a cluster of 10 separate species, C18H60N4O10 in total from the Open Molecules 2025 dataset. Energies are from ωB97M-V with the def2-TZVPD basis set.

Properties
multiplicity	2
HOMO (spin up / spin down)	-1.3 / -5.5	eV
total energy	-46067.9566	eV
molecular weight	492.696	Da
total charge	-1
HOMO-LUMO gap (spin up / spin down)	3.6 / 7.9	eV
expectation value of S²	0.75
F_max	3.37	eV Å⁻¹

```
92
C18H60N4O10 | the Open Molecules 2025 dataset | ωB97M-V with the def2-TZVPD basis set
O 4.41202 -9.45552 12.20132
H 5.34817 -9.62226 12.06930
H 3.95074 -10.29568 12.14696
H 4.03901 -8.87255 11.53604
C 2.58863 -14.30096 11.36356
C 3.06320 -12.83970 11.06965
O 3.36516 -12.09309 12.17068
H 2.90270 -14.95827 10.55276
H 1.50775 -14.28274 11.50309
H 2.95124 -14.73418 12.29573
H 2.48374 -12.38605 10.26557
H 3.88350 -12.88660 10.35340
C -2.14742 -11.89358 13.52971
C -2.30181 -13.33924 13.26823
C -3.75224 -13.87544 13.15070
O -4.69727 -13.00457 12.46751
C -5.92815 -13.61589 12.19367
N -1.54707 -13.68472 12.09508
H -3.01439 -11.31712 13.85244
H -1.90115 -11.39902 12.59011
H -1.34582 -11.66908 14.23338
H -1.84361 -13.70902 14.18551
H -4.26425 -14.09071 14.08857
H -3.72180 -14.81764 12.60350
H -5.89672 -14.35494 11.39310
H -6.59544 -12.84238 11.81352
H -6.50516 -14.03708 13.01693
H -0.62013 -13.60472 12.48811
H -1.70542 -14.66530 11.91208
C -0.06736 -10.12891 9.93762
C -0.25241 -9.05585 10.99701
C 0.55773 -9.49635 12.29740
O 0.37480 -8.60693 13.37679
C 0.76333 -9.26136 14.52146
N 0.39975 -7.77714 10.57607
H -0.35985 -9.94134 8.90448
H -0.50713 -11.05884 10.29807
H 0.99945 -10.25961 9.75610
H -1.31672 -9.05196 11.23224
H 1.61938 -9.58640 12.06743
H 0.29320 -10.53243 12.50875
H 1.71324 -9.75586 14.31840
H 0.07197 -10.00215 14.92316
H 0.90246 -8.47300 15.26120
H 1.39232 -7.88500 10.42357
H 0.06978 -7.55427 9.64788
C 6.13698 -14.43787 8.66938
C 6.70697 -13.10862 7.95346
C 6.14486 -12.76931 6.48378
O 6.03996 -13.95090 5.60952
C 4.69732 -14.07915 5.04960
N 6.48031 -12.09535 8.99287
H 5.07630 -14.33548 8.89867
H 6.75163 -14.65555 9.54283
H 6.29437 -15.31410 8.04045
H 7.78030 -13.26084 7.83994
H 6.90104 -12.08446 6.10004
H 5.21012 -12.23523 6.65446
H 4.78525 -14.86664 4.30111
H 4.49367 -13.13309 4.54800
H 3.91996 -14.19664 5.80459
H 5.48965 -11.90963 9.05785
H 6.76372 -12.30193 9.94002
C 0.62777 -14.32233 8.69370
C -0.46894 -14.24178 7.56090
C 0.10236 -13.50959 6.27074
O 0.17567 -12.13006 6.48630
C 1.39383 -11.58709 6.75322
N -0.85615 -15.65178 7.32085
H 0.67144 -13.33183 9.14657
H 1.62506 -14.56434 8.32633
H 0.34007 -15.02666 9.47424
H -1.36504 -13.79032 7.98668
H -0.75792 -13.68115 5.62375
H 0.99043 -14.04403 5.93339
H 1.17492 -10.54543 6.98801
H 2.11755 -11.59755 5.93822
H 1.78413 -12.02675 7.67108
H -0.62204 -16.23035 8.11492
H -1.82066 -15.72469 7.03013
O 3.52822 -12.98897 14.79458
H 2.61269 -13.26169 14.85509
H 3.65486 -12.77699 13.86978
O 0.88718 -12.82695 13.83879
H 0.19508 -12.17990 13.97505
H 1.52447 -12.38257 13.27966
O 6.33225 -12.63849 11.63315
H 5.42114 -12.34549 11.64934
H 6.31764 -13.49187 12.06646
O 2.31058 -17.93157 11.18207
H 2.93962 -18.61344 11.41784
H 2.67797 -17.12827 11.55080
```

---

(2)
Here is a structure of composition C18H61HfN2O18S from the Open Molecules 2025 dataset. Energies are from ωB97M-V with the def2-TZVPD basis set.

Properties
multiplicity	2
HOMO (spin up / spin down)	-13.5 / -13.5	eV
total energy	-71613.4677	eV
molecular weight	804.239	Da
total charge	+2
HOMO-LUMO gap (spin up / spin down)	6.1 / 4.0	eV
expectation value of S²	0.75
F_max	8.14	eV Å⁻¹

```
101
C18H61HfN2O18S | the Open Molecules 2025 dataset | ωB97M-V with the def2-TZVPD basis set
Hf -15.12137 -9.79680 -13.77721
C -18.41997 -11.36731 -16.40398
C -18.40067 -10.06849 -15.58104
O -17.21802 -9.82301 -14.91141
H -17.49392 -11.55733 -16.94660
H -19.27949 -11.32125 -17.07272
H -18.61329 -12.21320 -15.74430
H -19.24210 -10.14416 -14.89230
H -18.65088 -9.23966 -16.24326
S -15.19939 -12.13571 -11.78509
O -16.08136 -11.67810 -12.87436
O -15.77639 -12.20240 -10.45320
O -14.45208 -13.30053 -12.25384
O -14.46445 -10.88921 -11.83726
C -15.57196 -18.28389 -9.00241
O -14.65520 -17.18490 -9.25125
C -14.21930 -16.58925 -8.04957
C -13.08152 -15.69812 -8.49824
N -13.63768 -14.34447 -8.86825
C -12.69976 -13.43254 -9.46184
C -11.44006 -13.06261 -8.70849
O -10.41240 -14.08526 -8.93640
C -9.14142 -13.66313 -9.16499
H -16.18376 -18.49077 -9.88048
H -16.21657 -17.96350 -8.18392
H -15.01907 -19.14079 -8.61752
H -13.83452 -17.34541 -7.36527
H -14.99629 -16.00235 -7.55975
H -12.49039 -16.17716 -9.27875
H -12.53384 -15.62645 -7.55856
H -14.39210 -14.43192 -9.53406
H -13.15791 -12.46378 -9.66112
H -12.31902 -13.69999 -10.44754
H -11.64213 -13.05257 -7.63743
H -11.13941 -12.08527 -9.08603
H -8.78916 -13.11951 -8.28835
H -9.00344 -13.06796 -10.06767
H -8.57653 -14.59517 -9.14825
C -12.96396 -11.20570 -20.35732
O -12.31040 -11.97189 -19.37734
C -13.14544 -12.32818 -18.27255
C -12.23333 -12.98124 -17.18726
N -13.10933 -13.57266 -16.23226
C -13.86226 -14.72223 -16.56365
C -14.96588 -15.19563 -15.48276
O -15.99273 -14.19634 -15.35171
C -16.96191 -14.40473 -14.34658
H -13.70881 -11.71877 -20.96564
H -12.22819 -10.83793 -21.07250
H -13.30475 -10.29053 -19.87314
H -13.97745 -12.89470 -18.69077
H -13.57212 -11.44628 -17.79474
H -11.62230 -12.25793 -16.64730
H -11.60005 -13.76652 -17.60004
H -12.52414 -13.70951 -15.42052
H -13.17106 -15.54750 -16.73475
H -14.42762 -14.60832 -17.48858
H -14.55145 -15.36500 -14.48895
H -15.39334 -16.11408 -15.88505
H -17.37048 -15.37490 -14.06384
H -17.74729 -13.65475 -14.44046
H -16.46425 -14.15087 -13.41064
O -12.19655 -13.61404 -13.49919
H -11.71320 -14.36022 -13.14448
H -12.99363 -13.57138 -12.97091
O -13.61216 -8.25084 -12.59206
H -13.12980 -7.44744 -12.78731
H -13.60330 -8.30993 -11.63673
O -14.84569 -11.58997 -15.39052
H -15.43628 -12.34311 -15.40511
H -14.09921 -11.85997 -15.92540
O -14.09758 -15.80213 -11.96999
H -14.36938 -14.91259 -12.19599
H -13.88611 -15.75882 -11.03744
O -12.77201 -10.74185 -13.77195
H -12.56156 -11.67464 -13.81493
H -12.00877 -10.34262 -13.35443
O -16.42838 -9.06999 -11.90716
H -17.10373 -9.46705 -11.35718
H -16.25510 -8.22147 -11.49947
O -14.87946 -10.64135 -8.67713
H -14.66476 -9.84344 -9.16034
H -15.21313 -11.24267 -9.34294
C -18.57821 -15.97852 -10.54234
C -17.36029 -15.11220 -10.20858
O -17.54681 -13.97176 -9.35730
H -19.35210 -15.57193 -11.19340
H -19.07900 -16.32185 -9.63712
H -18.30806 -16.93425 -10.99146
H -16.94968 -14.83802 -11.18034
H -16.64679 -15.74795 -9.68432
H -16.84819 -13.32571 -9.48439
C -19.50439 -10.82053 -11.97901
C -19.11765 -10.92038 -10.52225
O -17.78307 -10.44249 -10.18165
H -19.21290 -9.94737 -12.56272
H -20.56399 -11.04939 -12.09286
H -18.98181 -11.64438 -12.46509
H -19.17379 -11.90522 -10.05853
H -19.82409 -10.26769 -10.00938
H -17.19977 -11.20275 -10.12357
```

---

(3)
Here is a cluster of 15 separate species, C18H66N14O15 in total from the Open Molecules 2025 dataset. Energies are from ωB97M-V with the def2-TZVPD basis set.

Properties
HOMO	-9.1	eV
total energy	-71306.1616	eV
molecular weight	718.809	Da
HOMO-LUMO gap	8.9	eV
energy relative to the best compared isomer or geometry (same formula, charge and spin)	2.782	eV
F_max	12.03	eV Å⁻¹

```
113
C18H66N14O15 | the Open Molecules 2025 dataset | ωB97M-V with the def2-TZVPD basis set
C -2.43488 5.72785 2.23002
C -1.08088 5.21685 1.79702
O -0.82388 4.04485 2.44002
H -2.43888 6.19785 3.22602
H -3.17688 5.02585 2.34702
H -2.83788 6.50685 1.58702
H -0.27988 5.89385 2.02802
H -0.99388 5.14585 0.68902
H -1.22488 3.37285 1.89002
C 2.01412 -0.74415 5.99402
C 1.43912 -1.66515 4.86302
O 0.60312 -2.69215 5.22402
H 1.31612 -0.39515 6.72302
H 2.57312 0.05885 5.54602
H 2.74612 -1.33515 6.53502
H 2.25312 -2.02415 4.29802
H 0.84812 -0.97715 4.21602
H 0.35612 -3.12015 4.38602
C 2.31812 0.01585 -3.30798
C 2.94712 1.30585 -3.37298
O 1.93812 2.24385 -3.46998
H 1.63312 -0.17015 -4.14698
H 1.77612 -0.12715 -2.34498
H 3.06112 -0.75315 -3.36098
H 3.72512 1.35685 -4.12298
H 3.46012 1.59485 -2.50298
H 2.17612 2.85885 -2.77998
C -4.98488 -0.91415 -2.83198
O -6.32588 -0.57915 -2.75898
N -4.00988 -0.32615 -2.18698
N -4.53588 -1.94515 -3.53698
H -4.07888 0.43985 -1.46398
H -3.15688 -0.80815 -1.95598
H -5.31888 -2.56015 -3.81498
H -3.70088 -2.44915 -3.36098
C 0.34412 -0.44215 0.72302
O 1.02112 -1.38015 1.52702
N 0.29512 0.84385 1.04102
N -0.46188 -0.77315 -0.27398
H 0.97112 1.15885 1.79502
H -0.37288 1.47985 0.65002
H -0.37288 -1.69415 -0.59098
H -0.74388 -0.00815 -0.93998
C 2.54312 2.71285 2.75702
O 3.86312 2.77785 2.26302
N 1.95912 1.64185 3.01702
N 1.84812 3.76285 2.87702
H 2.56112 0.78885 3.11802
H 1.07212 1.70885 3.60402
H 2.21912 4.66285 2.55302
H 0.81412 3.84985 2.92302
C -2.78988 -0.80715 2.40802
O -3.84588 -1.47315 3.05202
N -1.73188 -0.40415 3.03302
N -2.81188 -0.57715 1.12102
H -1.60488 -0.40015 4.04502
H -0.93888 -0.04315 2.52702
H -3.60688 -1.03715 0.65002
H -1.86288 -0.69015 0.61102
C -2.90588 2.43685 -0.40898
O -1.76388 2.41685 0.39302
N -3.06188 3.24785 -1.41598
N -3.85588 1.52385 -0.22298
H -2.17288 3.77085 -1.65998
H -3.73688 3.14985 -2.15998
H -3.50388 0.86785 0.51702
H -4.82588 1.71385 -0.30698
C -1.43688 1.02385 -3.57598
O -1.07788 0.88685 -2.20498
N -0.55188 1.41385 -4.42898
N -2.48388 0.66185 -4.17298
H 0.36912 1.75485 -4.13798
H -0.61588 1.15585 -5.46798
H -3.22788 0.36085 -3.43798
H -2.46688 0.15185 -5.12898
C 0.89612 -4.99815 2.37002
O 0.27712 -6.19215 2.80302
N 2.10212 -5.00015 1.85502
N 0.35912 -3.83415 2.40202
H 2.35312 -5.92015 1.54102
H 2.74012 -4.22115 1.84002
H -0.63488 -3.75815 2.83002
H 0.82612 -2.93015 2.14602
C 3.89312 0.28785 -0.19998
O 4.85812 -0.15515 -1.10798
H 4.29512 0.90185 0.63502
H 3.45712 -0.60715 0.25102
H 2.99812 0.75585 -0.58398
H 5.19612 0.63385 -1.64198
C -1.13588 -2.39115 -3.72898
O -1.89688 -2.54215 -2.57198
H -0.24288 -1.74315 -3.52898
H -1.69988 -2.01415 -4.56098
H -0.79188 -3.35315 -4.05098
H -1.37588 -3.02015 -1.93998
C 2.70812 -3.27515 -1.59598
O 4.11612 -3.04715 -1.56498
H 2.47612 -4.30115 -1.99398
H 2.09412 -2.53515 -2.01598
H 2.38312 -3.33615 -0.52098
H 4.30712 -2.13815 -1.31198
C 1.70612 3.25085 -0.56398
O 1.90312 4.37385 -1.35298
H 2.60612 2.84385 -0.14798
H 1.25812 2.42485 -1.08098
H 1.03412 3.47085 0.29202
H 2.63812 4.91285 -0.97298
C -0.43788 -4.89015 -0.81098
O -0.74388 -3.70415 -0.21398
H -1.06588 -5.70215 -0.44198
H 0.59812 -5.22315 -0.56098
H -0.59088 -4.95215 -1.89598
H -0.29088 -3.68915 0.62902
```